Density functional theory data (ωB97M-V with the def2-TZVPD basis set) for a structure of composition C36H43GeNO6PRuS.

```
90
Properties=species:S:1:pos:R:3:forces:R:3:lowdin_spin:R:1
Ru -1.117 1.758 0.076 -0.3 -0.2 0.6 3.852
C -3.067 1.320 1.818 0.1 0.0 0.0 0.027
C -2.331 2.122 2.691 0.2 0.0 0.0 0.032
C -2.334 3.504 2.534 0.0 0.0 0.0 0.024
C -3.059 4.085 1.501 0.0 0.0 0.0 0.031
C -3.778 3.288 0.614 0.0 0.0 0.0 0.027
C -3.794 1.906 0.774 0.0 0.0 0.0 0.025
H -3.063 0.246 1.946 0.0 -0.1 0.0 0.000
H -1.714 1.660 3.451 0.0 0.0 0.1 0.001
H -1.734 4.116 3.193 0.0 0.0 0.0 0.001
H -3.041 5.158 1.362 0.0 0.0 0.0 0.001
H -4.299 3.740 -0.219 0.0 0.0 0.0 0.001
H -4.334 1.281 0.077 0.0 0.0 0.0 0.001
S -0.746 -2.256 -1.860 -0.3 0.3 0.2 0.151
C -0.746 -1.102 -0.776 -0.1 -0.1 -0.1 0.074
N -0.723 -0.254 0.068 0.0 0.0 -0.1 0.135
O 0.993 1.498 3.224 0.0 0.0 0.0 0.031
C 1.178 1.501 2.030 0.0 0.1 -0.1 0.026
O 0.467 2.261 1.196 0.0 0.1 0.0 0.254
C 2.257 0.698 1.336 0.0 0.0 0.0 0.003
C 2.933 -0.335 2.229 0.0 -0.1 0.0 0.001
Ge 1.943 -2.012 2.542 0.0 0.2 -0.1 0.000
C 0.143 -1.815 3.287 0.0 0.0 0.0 0.000
C -0.043 -1.169 4.511 0.0 0.0 0.0 0.000
C -1.298 -1.096 5.099 0.0 0.0 0.0 0.000
C -2.395 -1.677 4.472 0.0 0.1 0.0 0.000
C -2.230 -2.311 3.248 0.0 0.1 0.0 0.000
C -0.971 -2.373 2.662 0.0 0.0 -0.1 0.000
C 1.870 -2.972 0.835 0.0 0.0 0.0 0.000
C 2.389 -2.409 -0.330 0.1 0.0 -0.1 0.000
C 2.363 -3.097 -1.536 0.2 -0.1 0.1 0.002
C 1.817 -4.370 -1.596 0.1 0.0 0.0 0.003
C 1.301 -4.951 -0.445 0.0 0.0 0.0 0.001
C 1.330 -4.257 0.756 0.0 0.0 0.0 0.001
C 2.998 -3.070 3.800 0.0 0.0 0.0 0.000
C 2.443 -3.586 4.969 0.0 0.0 0.0 0.000
C 3.208 -4.347 5.846 0.0 0.0 0.0 0.000
C 4.542 -4.600 5.562 0.0 0.0 0.0 0.000
C 5.109 -4.093 4.399 0.0 0.0 0.0 0.000
C 4.339 -3.337 3.527 0.0 0.0 0.0 0.000
H 2.977 1.427 0.947 0.0 0.0 0.1 0.000
H 1.799 0.245 0.453 0.0 0.0 0.1 0.000
H 3.198 0.099 3.193 -0.1 0.0 0.0 0.000
H 3.872 -0.653 1.765 0.0 0.0 0.0 0.000
H 0.801 -0.707 5.011 0.0 0.0 0.0 0.000
H -1.419 -0.595 6.052 0.0 0.0 0.0 0.000
H -3.374 -1.629 4.935 0.0 0.0 0.0 0.000
H -3.079 -2.760 2.746 0.0 0.0 0.0 0.000
H -0.867 -2.864 1.700 0.0 0.0 0.0 0.000
H 2.817 -1.412 -0.311 0.0 -0.1 0.0 0.000
H 2.766 -2.635 -2.429 0.0 0.0 0.0 0.000
H 1.793 -4.909 -2.535 0.0 0.0 0.0 0.000
H 0.873 -5.945 -0.484 0.0 0.0 0.0 0.000
H 0.931 -4.734 1.646 0.0 0.0 0.0 0.000
H 1.401 -3.393 5.202 0.0 0.0 0.0 0.000
H 2.761 -4.741 6.750 0.0 0.0 0.0 0.000
H 5.140 -5.194 6.242 0.0 0.0 0.0 0.000
H 6.149 -4.290 4.171 0.0 0.0 0.0 0.000
H 4.796 -2.959 2.616 0.0 0.0 0.0 0.000
C -2.991 3.331 -5.945 0.0 0.0 0.0 0.000
C -2.979 2.328 -4.807 0.1 0.1 0.1 0.002
C -4.371 2.120 -4.234 0.0 -0.1 0.0 0.001
C -2.338 1.018 -5.236 0.0 0.0 0.0 0.001
O -2.157 2.991 -3.769 -0.1 0.0 0.0 0.006
P -1.550 2.264 -2.522 0.3 0.2 0.1 0.018
O -1.248 3.306 -1.422 0.3 -0.2 -0.4 0.162
O -2.387 1.181 -1.918 -0.2 -0.2 0.0 0.094
O -0.189 1.558 -2.943 -0.1 0.1 -0.2 0.010
C 1.065 2.136 -3.421 0.0 0.0 0.0 0.000
C 1.798 2.784 -2.257 0.0 0.0 0.0 0.000
C 0.796 3.139 -4.531 0.0 0.0 -0.1 0.000
C 1.838 0.934 -3.937 0.0 0.0 0.0 0.000
H -3.604 2.956 -6.766 0.0 0.0 0.0 0.000
H -1.978 3.500 -6.314 0.0 0.0 0.0 0.000
H -3.403 4.282 -5.607 0.0 0.0 0.0 0.000
H -5.020 1.696 -5.003 0.0 0.0 0.0 0.000
H -4.795 3.073 -3.914 0.0 0.0 0.0 0.000
H -4.336 1.432 -3.390 0.0 0.0 0.0 0.001
H -2.936 0.583 -6.039 0.0 0.0 0.0 0.000
H -2.297 0.301 -4.414 0.0 0.0 0.0 0.001
H -1.328 1.183 -5.615 -0.1 0.0 0.0 0.000
H 1.252 3.643 -1.871 0.0 0.0 0.0 0.000
H 2.784 3.115 -2.586 0.0 0.0 0.0 0.000
H 1.933 2.064 -1.450 0.0 0.0 0.1 0.000
H 0.215 3.988 -4.169 0.0 0.0 0.0 0.000
H 0.259 2.668 -5.356 0.0 0.1 0.0 0.000
H 1.746 3.516 -4.914 0.0 0.0 0.0 0.000
H 1.957 0.197 -3.140 0.0 0.0 0.0 0.000
H 2.825 1.241 -4.286 0.0 0.0 0.0 0.000
H 1.302 0.463 -4.762 0.0 0.0 0.0 0.000
```
Forces are in eV/Å.

## Properties
Expectation value of S²: 8.77
HOMO energy (alpha / beta) in Ha: -0.30680 / -0.30956
LUMO energy (alpha / beta) in eV: 0.6 / -2.0
Relative energy (zero: lowest compared OMol25 entry of this formula, charge and spin) in kcal per mole: 10.1
Multiplicity: 6

=====

Density functional theory data (ωB97M-V with the def2-TZVPD basis set) for a structure of composition C36H43N10O2PRu at a distorted geometry.

```
93
Properties=species:S:1:pos:R:3:forces:R:3:lowdin_spin:R:1
Ru 9.078 10.201 14.136 -0.1 -0.9 -2.2 2.519
C 14.095 5.457 16.955 -0.3 0.2 -1.0 0.001
C 13.160 6.323 16.103 0.7 -0.4 0.7 0.002
C 13.678 7.222 15.206 -1.0 0.7 -1.0 0.001
C 12.791 7.917 14.319 -0.3 -1.4 0.9 0.002
C 13.322 8.579 13.188 0.0 0.0 -0.7 0.002
N 12.992 8.346 11.892 -0.7 0.3 0.3 0.000
C 12.960 6.973 11.318 -1.3 -0.5 0.3 0.000
C 11.595 6.452 10.775 1.0 1.5 0.7 0.000
C 11.016 7.376 9.702 1.0 -2.9 -1.9 0.001
N 10.148 8.367 10.162 -1.3 3.1 -2.3 0.006
C 9.577 9.200 9.260 0.1 -1.4 4.2 0.004
C 8.597 10.149 9.683 0.4 -0.9 -0.2 0.006
C 7.710 10.509 8.689 -0.7 2.0 -0.9 0.001
C 6.672 11.427 8.870 -0.4 -0.4 0.8 0.007
C 5.913 12.046 7.724 -0.2 -1.1 -0.4 0.001
C 6.331 11.673 10.208 -1.2 0.9 -0.6 -0.004
C 7.095 11.200 11.273 0.4 -1.3 0.0 0.008
C 6.602 11.292 12.608 0.6 1.1 1.6 0.005
N 7.305 11.222 13.711 -0.5 0.9 -0.2 0.031
C 6.657 11.871 14.916 -0.7 -1.5 -1.1 0.014
C 6.091 10.703 15.684 -0.4 -2.5 0.3 0.009
C 7.218 10.122 16.536 1.5 0.8 1.7 0.031
N 8.359 9.405 15.782 -2.5 1.2 0.1 0.208
C 9.056 8.571 16.486 0.2 -1.3 -0.1 0.345
C 10.896 7.105 15.663 0.2 0.0 0.4 0.045
C 11.757 6.218 16.289 0.9 0.5 -1.0 0.005
C 11.372 7.961 14.606 1.1 -0.8 -0.6 0.015
O 10.708 8.731 13.824 -2.0 1.2 0.4 0.053
C 8.330 10.505 11.039 -0.1 0.7 0.3 0.004
O 9.182 10.247 11.974 -0.2 -0.9 0.0 0.099
H 14.602 6.149 17.680 -0.4 -1.2 -0.3 0.000
H 14.845 5.007 16.253 -0.5 0.3 1.0 0.000
H 13.460 4.640 17.382 1.0 0.7 0.2 0.000
H 14.724 7.368 14.962 0.2 -0.4 0.5 0.000
H 14.133 9.249 13.456 0.0 0.8 -0.7 0.000
H 12.765 9.068 11.180 1.4 -0.1 1.1 0.000
H 13.216 6.299 12.149 0.5 0.2 -0.6 0.000
H 13.668 6.989 10.464 0.0 -0.1 0.8 0.000
H 10.920 6.421 11.649 0.0 -0.5 -0.5 0.000
H 11.821 5.469 10.342 -0.4 0.2 0.3 0.000
H 10.432 6.709 9.029 0.3 0.4 0.2 0.000
H 11.790 7.825 9.048 -0.1 -0.3 0.4 0.000
H 10.017 8.511 11.139 -0.4 0.4 1.0 0.000
H 9.819 8.991 8.241 -0.1 0.1 -0.6 0.000
H 7.916 10.193 7.687 0.1 -0.2 -0.5 0.000
H 6.652 12.417 7.029 0.0 0.4 -0.3 0.000
H 5.220 12.837 7.999 0.2 0.1 0.3 0.000
H 5.312 11.289 7.172 0.4 0.3 0.4 0.000
H 5.408 12.323 10.384 1.3 -1.1 0.0 0.000
H 5.547 11.567 12.789 0.5 0.3 -0.6 -0.001
H 5.865 12.594 14.616 0.9 -0.3 0.1 0.003
H 7.463 12.288 15.512 -0.1 0.7 -0.1 0.003
H 5.782 9.817 15.009 0.1 1.7 0.7 0.000
H 5.203 10.919 16.328 0.9 0.1 -0.4 0.001
H 6.876 9.393 17.278 -0.2 0.1 -0.3 0.002
H 7.689 10.974 17.139 -0.5 -1.1 -0.7 0.002
H 9.360 8.794 17.473 -0.1 0.2 1.4 0.018
H 11.427 5.347 16.860 -0.2 0.6 0.2 0.000
C 12.579 14.368 15.362 0.4 -1.8 0.6 0.014
N 11.501 13.682 14.642 -1.4 -1.4 -0.3 0.025
C 10.785 14.106 13.497 0.4 -1.0 2.0 0.018
C 10.016 13.051 13.099 0.8 -0.7 -0.1 0.018
N 10.251 11.962 13.943 1.2 1.9 0.8 0.130
C 11.126 12.364 14.915 -1.0 1.9 -2.9 0.093
P 11.794 11.171 16.038 0.3 -0.1 1.0 0.536
C 9.414 7.166 16.038 0.1 -1.3 -1.8 0.067
N 8.711 6.753 14.838 -0.3 0.1 -0.2 0.105
C 8.207 5.577 15.033 0.2 0.4 -0.7 0.032
C 8.424 5.096 16.334 0.3 2.3 2.3 0.153
N 9.028 6.095 16.996 0.4 -0.1 1.5 0.056
C 9.328 6.192 18.494 0.6 -1.4 -1.4 0.006
C 11.029 11.798 17.542 -0.9 0.4 -2.7 0.042
N 9.784 12.323 17.615 0.8 0.4 0.9 0.089
C 9.580 12.551 18.985 -0.5 -0.7 -2.5 0.026
C 10.639 12.020 19.637 1.5 0.6 1.7 0.081
N 11.613 11.668 18.714 -0.7 -0.4 3.5 0.013
C 12.920 11.083 19.030 0.9 0.4 -1.1 0.006
H 13.248 13.531 15.676 -0.1 0.7 -0.3 0.013
H 12.288 14.812 16.310 -0.4 0.5 -0.3 0.000
H 13.125 15.006 14.693 0.1 0.5 -0.1 0.001
H 10.804 15.138 13.227 0.2 0.3 -0.5 0.002
H 9.534 12.901 12.132 -0.3 0.3 0.7 0.001
H 7.627 5.050 14.313 -0.2 -0.2 -0.6 0.000
H 7.980 4.307 16.899 -0.1 -0.6 -0.1 0.010
H 9.776 5.228 18.861 -1.0 0.7 -0.4 0.000
H 8.509 6.575 19.093 -0.3 -0.3 -0.2 0.003
H 10.140 6.872 18.558 0.7 0.8 0.1 0.000
H 8.670 13.056 19.301 0.4 -0.4 0.2 0.000
H 10.849 11.979 20.706 0.0 0.1 -0.4 0.004
H 12.854 10.030 18.764 0.4 -0.1 0.3 0.001
H 13.339 11.227 20.046 -1.1 0.0 -0.4 0.001
H 13.665 11.581 18.365 -0.5 -0.5 0.4 0.005
```
Forces are in eV/Å.

## Properties
Net charge: +3
Expectation value of S²: 8.79
HOMO energy (alpha / beta) in Ha: -0.49742 / -0.55586
LUMO energy (alpha / beta) in eV: -9.0 / -9.2
Multiplicity: 6